(1)
{"formula": "C26H35FIIrN4O10S2Si", "method": "wB97M-V/def2-TZVPD", "de_lowest_kj_mol": 4.9, "gap_ev": 5.305, "lumo_energy_ev": 3.142, "charge": -2, "elements": ["Ir", "C", "C", "C", "C", "O", "Si", "S", "O", "C", "C", "C", "C", "O", "C", "C", "C", "C", "H", "H", "H", "H", "H", "H", "H", "H", "H", "H", "H", "H", "H", "H", "H", "H", "H", "H", "H", "H", "H", "H", "H", "H", "H", "H", "H", "I", "F", "C", "C", "C", "C", "C", "C", "C", "H", "H", "H", "H", "H", "H", "S", "C", "N", "O", "N", "O", "C", "C", "C", "C", "O", "C", "C", "N", "O", "O", "N", "O", "O", "H", "H"], "positions_angstrom": [[-0.112130, 1.145696, -0.271893], [3.160000, -0.459210, -1.597348], [2.055054, -1.420811, -1.173776], [1.121485, -1.692338, -2.343175], [2.629780, -2.726912, -0.635960], [1.256659, -0.797135, -0.140698], [1.546865, -0.621254, 1.486303], [0.181670, 0.830195, 2.049409], [3.141133, -0.253981, 1.586589], [3.997900, -0.008654, 2.695006], [5.100068, 0.904367, 2.169050], [3.245648, 0.674792, 3.832990], [4.574850, -1.343235, 3.163601], [1.445859, -2.069569, 2.265740], [0.348538, -2.792252, 2.817995], [-0.038542, -2.163921, 4.154665], [0.863925, -4.212844, 3.029687], [-0.837671, -2.795748, 1.858389], [3.724005, -0.890994, -2.427064], [3.835525, -0.257352, -0.768070], [2.730430, 0.488200, -1.925638], [1.671622, -2.181653, -3.149233], [0.704287, -0.762226, -2.723326], [0.301396, -2.345099, -2.030662], [3.244942, -3.197160, -1.405800], [1.827365, -3.414224, -0.359631], [3.247922, -2.549413, 0.245356], [4.666627, 1.826002, 1.779288], [5.634110, 0.411790, 1.355314], [5.811831, 1.148634, 2.961232], [2.747037, 1.573326, 3.472054], [3.942516, 0.944172, 4.629768], [2.485100, 0.010589, 4.250930], [5.167146, -1.794551, 2.365339], [3.765579, -2.026972, 3.421114], [5.215531, -1.199982, 4.037057], [0.815037, -2.179686, 4.836037], [-0.862225, -2.715773, 4.613148], [-0.351337, -1.130947, 4.001914], [1.734618, -4.200907, 3.687637], [1.159814, -4.647355, 2.073766], [0.091440, -4.841351, 3.477839], [-1.174298, -1.779163, 1.652145], [-1.672325, -3.353024, 2.289242], [-0.560622, -3.263914, 0.911379], [-2.495164, 4.816377, -3.910158], [-6.697580, 1.687384, 1.120346], [-5.384499, 1.963109, 0.871431], [-4.450637, 1.655630, 1.839674], [-3.117944, 1.937145, 1.583978], [-2.710194, 2.517255, 0.379004], [-1.261863, 2.813991, 0.115442], [-3.693286, 2.815604, -0.567956], [-5.034173, 2.540086, -0.329060], [-4.767868, 1.195241, 2.766389], [-2.369492, 1.682117, 2.324138], [-0.817658, 3.278895, 0.997203], [-1.152520, 3.496765, -0.731516], [-3.402351, 3.285868, -1.501771], [-5.794259, 2.773631, -1.063986], [3.931595, 3.551190, -0.819221], [2.519003, 2.794414, -0.521126], [1.513084, 2.272156, -0.252435], [-5.061018, 1.028754, -6.412822], [-5.087694, 0.736650, -5.229587], [-6.088757, 0.340059, -4.652857], [-3.858429, 0.847372, -4.473354], [-2.687223, 1.246945, -5.119576], [-1.533916, 1.351209, -4.405205], [-1.443364, 1.102547, -2.976517], [-0.373220, 1.260136, -2.342927], [-2.661041, 0.554542, -2.427714], [-3.849729, 0.492302, -3.149730], [-2.732432, -0.069637, -1.133258], [-3.761339, -0.617017, -0.798592], [-1.738067, -0.164752, -0.368992], [-0.336367, 1.700830, -5.181770], [0.753578, 1.497524, -4.689699], [-0.506394, 2.122963, -6.311967], [-2.687923, 1.498554, -6.167368], [-4.745032, 0.125968, -2.676172]], "forces_ev_per_a": [[-0.2, -0.1, 0.2], [-0.1, 0.0, 0.0], [0.2, 0.0, -0.1], [-0.1, -0.1, 0.1], [0.0, 0.0, 0.0], [-0.1, -0.1, -0.2], [0.2, 0.1, 0.2], [0.0, -0.2, 0.1], [-0.1, -0.1, -0.1], [0.1, 0.1, 0.1], [-0.1, 0.0, 0.1], [0.0, 0.0, 0.0], [0.0, 0.0, 0.0], [0.1, 0.0, 0.1], [-0.1, 0.0, 0.0], [0.0, 0.0, 0.0], [0.0, 0.0, 0.0], [0.0, 0.0, 0.0], [0.0, 0.0, 0.0], [0.0, 0.0, 0.0], [0.0, 0.0, 0.0], [0.0, 0.0, 0.0], [0.0, 0.1, 0.0], [0.0, 0.0, 0.0], [0.0, 0.0, 0.0], [0.0, 0.0, 0.0], [0.0, 0.0, 0.0], [0.0, 0.0, 0.0], [0.0, 0.0, 0.0], [0.0, 0.0, 0.0], [0.0, 0.0, 0.0], [0.0, 0.0, 0.0], [0.0, 0.0, 0.0], [0.0, 0.0, 0.0], [0.0, 0.0, 0.0], [0.0, 0.0, 0.0], [0.0, 0.0, 0.0], [0.0, 0.0, 0.0], [0.0, 0.0, 0.0], [0.0, 0.0, 0.0], [0.0, 0.0, 0.0], [0.0, 0.0, 0.0], [0.0, 0.0, 0.0], [0.0, 0.0, 0.0], [0.0, 0.0, 0.0], [-0.1, 0.0, 0.0], [0.0, 0.0, 0.0], [0.0, 0.0, 0.0], [0.0, 0.0, 0.0], [0.0, 0.0, 0.0], [0.0, 0.1, 0.0], [0.0, -0.1, -0.3], [0.1, 0.1, 0.1], [-0.1, 0.0, 0.0], [0.0, 0.0, 0.0], [0.0, 0.0, 0.0], [0.0, 0.1, 0.0], [-0.1, 0.0, 0.0], [0.0, 0.1, -0.1], [0.0, 0.0, 0.0], [0.1, 0.0, 0.0], [-0.2, 0.1, 0.3], [0.0, 0.0, -0.5], [0.0, 0.0, 0.1], [-0.2, 0.0, -0.1], [0.0, 0.0, 0.0], [0.1, 0.0, 0.2], [0.0, 0.2, 0.2], [0.1, -0.1, 0.0], [0.1, -0.5, 0.0], [0.0, 0.5, 0.1], [-0.2, 0.0, 0.1], [0.1, 0.0, -0.1], [0.1, -0.2, 0.1], [0.1, 0.0, -0.1], [-0.1, 0.3, 0.0], [0.1, 0.0, 0.0], [0.0, 0.0, 0.0], [0.0, 0.0, 0.0], [0.0, 0.0, 0.0], [0.0, 0.0, 0.0]]}

(2)
{"formula": "C29H40BrCl2N5O8", "method": "wB97M-V/def2-TZVPD", "gap_ev": 6.896, "lumo_energy_ev": -1.486, "elements": ["C", "C", "O", "N", "C", "C", "C", "C", "C", "N", "C", "C", "N", "C", "O", "C", "C", "N", "C", "C", "Cl", "C", "C", "Cl", "C", "Br", "C", "N", "C", "C", "C", "C", "C", "H", "H", "H", "H", "H", "H", "H", "H", "H", "H", "H", "H", "H", "H", "H", "H", "H", "H", "H", "H", "H", "H", "H", "H", "H", "H", "H", "H", "C", "O", "C", "O", "O", "C", "H", "H", "H", "H", "H", "H", "C", "O", "C", "O", "O", "C", "H", "H", "H", "H", "H", "H"], "positions_angstrom": [[-7.860065, -3.316744, 0.197693], [-7.309589, -4.858053, -0.110061], [-7.678786, -5.539111, -1.207241], [-6.342405, -5.435389, 0.943786], [-4.969508, -5.290808, 0.325669], [-4.192069, -3.876650, 0.765559], [-4.306174, -3.557916, 2.377724], [-3.878915, -1.989676, 2.766269], [-2.880678, -1.490766, 1.520105], [-3.533212, -0.639690, 0.465937], [-2.488972, -0.345761, -0.574220], [-3.001228, 0.560797, -1.883656], [-4.466010, 1.047204, -1.888967], [-5.207504, 0.298940, -2.789474], [-5.624832, -0.279243, -3.947387], [-2.046359, 0.962570, -3.159827], [-2.578203, 1.851224, -4.438416], [-2.094496, 3.300927, -4.414724], [-0.495192, 0.426179, -3.149329], [0.497185, 0.778714, -4.448015], [1.512499, 2.321246, -4.603704], [0.503067, -0.285943, -5.528840], [1.401297, -0.217914, -6.900057], [-0.559441, -1.830662, -5.301136], [0.065195, -0.443013, -1.877367], [2.003551, -1.073109, -1.849814], [-0.937966, -0.834351, -0.607653], [-0.350612, -1.654375, 0.503280], [-1.336425, -2.001774, 1.584505], [-0.748090, -2.956181, 2.821282], [0.429253, -2.230510, 3.701719], [1.909980, -2.865771, 3.292520], [0.389642, -0.591331, 3.700651], [-7.261815, -2.593803, -0.530367], [-9.012334, -3.343380, -0.016143], [-7.629698, -3.076593, 1.342972], [-6.517247, -6.478876, 0.981794], [-5.079418, -5.206161, -0.859855], [-4.233918, -6.176530, 0.538521], [-3.061257, -4.048726, 0.423480], [-4.726906, -3.034918, 0.109310], [-5.450330, -3.663963, 2.685900], [-3.620066, -4.271898, 3.006580], [-3.267028, -1.996302, 3.764199], [-4.809317, -1.293545, 2.907985], [-2.120219, 1.358137, -5.409442], [-3.739580, 1.857886, -4.583794], [-2.761354, 3.796267, -5.073434], [-1.188714, 3.276203, -4.968934], [2.011852, -1.232487, -7.022810], [2.101746, 0.720402, -6.917425], [0.626523, -0.222308, -7.805979], [-0.254326, -3.903246, 2.287789], [-1.586067, -3.383625, 3.515743], [0.255765, -2.567233, 4.833290], [2.247827, -2.502033, 2.226236], [1.900688, -4.056256, 3.293850], [2.723497, -2.570962, 4.114291], [0.908481, -0.216159, 2.720767], [1.040657, -0.225754, 4.623543], [-0.696697, -0.190788, 3.871350], [3.651096, 2.851116, 1.623124], [4.605048, 3.121558, 2.648341], [4.513986, 2.302011, 3.725984], [3.710672, 1.393835, 3.870447], [5.471587, 2.668042, 4.615055], [5.494635, 1.886078, 5.807678], [3.815600, 3.565101, 0.811441], [3.787849, 1.840329, 1.225465], [2.631729, 2.985970, 1.998993], [5.705181, 0.836735, 5.577252], [4.549004, 1.982513, 6.350869], [6.297745, 2.265944, 6.445314], [7.736521, 6.638722, -3.340072], [7.863488, 5.618702, -2.351297], [7.089778, 5.806809, -1.252547], [6.329975, 6.743540, -1.062284], [7.307956, 4.772079, -0.402158], [6.554456, 4.837570, 0.807097], [8.398739, 6.386541, -4.172860], [6.710092, 6.684314, -3.718078], [8.045102, 7.608398, -2.936240], [5.480778, 4.811062, 0.594824], [6.815933, 5.735177, 1.376751], [6.807368, 3.961445, 1.410672]], "forces_ev_per_a": [[0.8, -1.4, 0.1], [-1.7, -2.3, -3.9], [2.2, 4.1, 6.9], [-0.7, -0.6, -2.4], [1.8, 1.3, -1.2], [-0.6, -0.9, -0.3], [-0.7, 0.6, -0.1], [1.1, -0.4, -1.2], [-0.3, 1.3, -0.7], [7.3, -2.9, 1.0], [0.1, 0.8, -1.9], [3.0, -0.6, -1.4], [-2.3, -5.0, -4.6], [2.7, -0.3, -4.7], [2.6, 4.6, 9.5], [0.1, -1.9, 3.3], [0.3, -0.9, -0.6], [-0.1, -0.9, -1.8], [-0.4, -0.5, 2.8], [-1.6, -4.8, -1.9], [-1.6, -2.3, 0.3], [0.9, 3.3, 2.4], [-1.1, -1.0, 0.1], [1.7, 2.6, -0.4], [-3.5, 1.9, -1.3], [-2.8, 0.9, 0.0], [-0.3, 0.0, 0.3], [-6.0, 1.1, 0.9], [0.3, 1.6, -2.9], [0.3, -0.1, -1.3], [0.3, -0.6, 1.0], [0.1, 0.0, 0.4], [0.9, -0.7, 0.5], [-1.5, -1.5, 1.6], [2.4, 0.3, 0.3], [-0.5, -0.4, -2.7], [0.0, 1.6, -0.3], [0.4, -0.4, 2.5], [-1.8, 1.5, -0.1], [-2.5, 0.7, 0.7], [1.5, -1.6, 1.6], [2.6, -0.1, -0.6], [-1.5, 1.2, -1.3], [-1.2, 0.1, -2.0], [1.9, -1.3, -0.6], [-1.0, 0.5, 2.1], [2.3, -0.3, 0.8], [1.0, -0.6, 1.1], [-1.3, 0.3, 1.1], [-1.2, 2.3, 0.5], [-1.5, -1.9, 0.2], [1.7, 0.2, 1.9], [-1.2, 2.1, 1.0], [1.4, 1.1, -1.5], [0.2, 0.7, -2.4], [-0.7, -0.6, 2.1], [-0.3, 2.6, 0.0], [-1.8, -0.4, -1.9], [-1.3, -0.5, 1.8], [-1.3, -0.7, -2.0], [2.0, -0.7, -0.6], [-0.4, -0.1, -0.4], [0.1, -0.5, 1.0], [-0.3, -0.4, 0.1], [1.2, 1.3, -0.2], [-0.7, -0.1, -0.8], [0.0, -0.3, 0.5], [0.1, -0.1, 0.3], [-0.1, 0.1, 0.2], [0.2, -0.2, 0.0], [-0.2, 0.2, 0.0], [0.1, -0.1, -0.2], [-0.1, 0.1, -0.4], [0.0, 0.4, -0.4], [-0.5, 0.0, 0.9], [-0.3, 0.3, 0.2], [1.1, -1.3, -0.3], [0.0, 0.8, -0.9], [-0.2, 0.0, 0.5], [-0.1, -0.2, 0.3], [0.2, 0.1, 0.2], [-0.2, -0.2, 0.0], [0.3, 0.2, 0.0], [-0.2, -0.1, -0.2], [0.1, 0.1, -0.4]]}

(3)
{"formula": "C9H10FN2OP", "method": "wB97M-V/def2-TZVPD", "de_lowest_kj_mol": 26.3, "gap_ev": 9.198, "lumo_energy_ev": 0.515, "smiles": "CN1C(=O)c2ccccc2N(C)P1F", "elements": ["C", "N", "C", "O", "C", "C", "C", "C", "C", "C", "N", "C", "P", "F", "H", "H", "H", "H", "H", "H", "H", "H", "H", "H"], "positions_angstrom": [[-3.311514, 1.264761, 0.186950], [-1.975028, 0.748417, -0.008397], [-0.862999, 1.481261, 0.078309], [-0.947615, 2.658298, 0.406620], [0.431784, 0.847987, -0.333841], [1.623295, 1.688302, -0.436899], [2.867437, 1.038766, -0.544173], [3.020554, -0.384223, -0.514381], [1.917312, -1.089882, -0.149343], [0.687411, -0.482428, -0.095063], [-0.413941, -1.297904, 0.310000], [-0.036108, -2.392665, 1.127529], [-1.909311, -1.168312, -0.413846], [-1.547511, -0.796260, -1.895041], [-4.043255, 0.636451, 0.818574], [-3.155515, 2.190759, 0.769768], [-3.678726, 1.610853, -0.799147], [1.492027, 2.773081, -0.555338], [3.663354, 1.666647, -0.860388], [3.927955, -0.870575, -0.803338], [1.901580, -2.124116, -0.206322], [0.887557, -2.093873, 1.712298], [-0.890303, -2.666624, 1.785460], [0.351561, -3.238727, 0.420000]], "forces_ev_per_a": [[-0.2, 1.5, 1.0], [-1.3, -5.2, -0.4], [-0.4, 1.0, -0.6], [0.8, 0.4, 0.1], [2.3, 1.9, 1.6], [-1.0, -2.0, -0.6], [-1.0, -0.1, -0.7], [-0.6, 2.4, 0.3], [0.4, 0.7, -1.3], [-2.1, 0.1, 0.4], [0.3, 0.6, -0.9], [1.2, -2.2, -0.1], [0.5, 4.0, 1.8], [0.2, -0.7, -1.3], [1.3, 0.5, -1.4], [-0.4, -0.2, -0.2], [-0.5, -0.5, 0.6], [0.2, -0.6, 0.2], [0.9, 0.3, 0.1], [0.5, 0.0, 0.1], [0.4, -1.8, 0.3], [-1.4, -0.4, -0.2], [0.8, -0.3, -0.5], [-1.0, 0.7, 1.7]]}

no.,calculated total energy (eV),HOMO (eV)
1,-97173.4258,-2.2
2,-149618.5856,-8.4
3,-26529.4439,-8.7